C4H8 in the gas phase, computed with ωB97M-V with the def2-TZVPD basis set.

Each line ends with the Löwdin charge.
Positions of all 12 atoms, in Å:
C 0.114 -1.044 -0.321  -0.190
C 0.204 -0.291 1.032  -0.191
C -0.207 1.026 0.331  -0.190
C -0.125 0.306 -1.040  -0.191
H -0.473 -0.642 1.816  0.094
H -1.209 1.379 0.592  0.096
H 1.018 -1.584 -0.621  0.094
H -0.727 -1.742 -0.390  0.096
H 0.728 0.627 -1.643  0.096
H -1.025 0.359 -1.658  0.094
H 1.218 -0.262 1.438  0.096
H 0.484 1.865 0.465  0.094

Summary:
highest occupied orbital energy = -10.7 eV
total energy = -157.17129 hartree
gap between HOMO and LUMO = 12.09 eV
SMILES string = C1CCC1
spin multiplicity = 1
charge = 0


A 2-piece molecular cluster, C4H8 overall, computed with ωB97M-V with the def2-TZVPD basis set.

Each line ends with the Löwdin charge.
Positions of all 12 atoms, in Å:
C -1.324 2.932 0.182  -0.090
C -2.377 2.146 0.306  -0.083
C 1.931 -1.981 -0.602  -0.083
C 1.771 -3.131 0.056  -0.088
H -0.608 2.709 -0.597  0.040
H 2.300 -4.070 -0.074  0.043
H -2.367 1.230 -0.264  0.044
H -1.142 3.865 0.703  0.045
H 2.009 -1.912 -1.677  0.040
H -3.054 2.315 1.131  0.044
H 1.937 -1.036 -0.067  0.044
H 1.145 -3.203 0.948  0.043

Summary:
highest occupied orbital energy = -9.3 eV
total energy = -157.09628 hartree
gap between HOMO and LUMO = 10.36 eV
SMILES string = C=C.C=C
spin multiplicity = 1
charge = 0


A 2-piece molecular cluster, C4H8 overall, computed with ωB97M-V with the def2-TZVPD basis set.

Each line ends with the Löwdin charge.
Positions of all 12 atoms, in Å:
C -1.551 -0.482 -1.340  -0.099
C 0.579 1.161 1.683  -0.082
C -0.460 -0.717 -2.062  -0.099
C 1.409 0.041 1.671  -0.082
H -0.471 -1.554 -2.824  0.069
H 1.153 -1.002 2.086  0.071
H 0.329 -0.053 -1.884  0.016
H -0.287 1.014 2.395  0.060
H 2.424 0.261 1.272  0.040
H -2.421 -1.211 -1.437  0.070
H -1.553 0.475 -0.838  0.033
H 0.849 2.068 1.277  0.003

Summary:
highest occupied orbital energy = -9.7 eV
total energy = -157.10110 hartree
gap between HOMO and LUMO = 10.99 eV
SMILES string = C=C.C=C
spin multiplicity = 1
charge = 0


C4H8AgF12N2O12S4 as an isolated structure, computed with ωB97M-V with the def2-TZVPD basis set.

Each line ends with the Löwdin charge.
Positions of all 43 atoms, in Å:
Ag 0.078 0.013 -0.138  1.095
S 0.134 -2.976 1.435  0.602
S -0.687 3.246 -1.367  0.671
S 2.017 -2.716 -0.609  0.673
S -1.650 2.524 1.097  0.605
F -0.735 3.383 3.423  0.162
F -1.657 1.654 -3.250  0.126
F 0.701 3.683 1.803  0.123
F -0.428 -5.117 -0.096  0.142
F 4.005 -1.030 -0.212  0.155
F 4.449 -3.111 0.213  0.160
F -3.127 2.162 -1.811  0.136
F -2.576 3.649 -3.243  0.183
F 3.324 -1.995 1.614  0.144
F -1.847 -3.519 -0.366  0.112
F -1.009 4.961 1.982  0.157
F -1.861 -4.729 1.459  0.157
O -2.084 -0.818 0.017  -0.085
O -2.858 3.239 0.724  -0.271
O -0.679 -2.202 2.357  -0.285
O 0.886 0.318 2.150  -0.083
O 2.091 -2.003 -1.853  -0.299
O -1.878 1.375 1.945  -0.304
O 1.155 -3.817 1.999  -0.260
O 2.042 -4.136 -0.693  -0.240
O 2.082 0.915 -0.776  -0.086
O -0.322 -0.482 -2.445  -0.083
O -0.986 4.588 -0.940  -0.261
O 0.505 3.172 -2.175  -0.291
N -0.690 2.071 -0.117  -0.376
N 0.719 -2.005 0.288  -0.372
C -2.119 2.655 -2.518  -0.667
C -0.589 3.723 2.159  -0.664
C -1.090 -4.157 0.545  -0.634
C 3.550 -2.145 0.318  -0.685
H 0.931 -0.377 2.822  0.058
H 2.412 1.802 -0.581  0.076
H -2.785 -0.704 0.674  0.084
H 1.609 0.922 2.364  0.066
H 2.490 0.672 -1.618  0.071
H -2.448 -1.419 -0.641  0.052
H 0.101 -0.380 -3.306  0.078
H -1.174 -0.889 -2.636  0.059

Summary:
highest occupied orbital energy (alpha / beta) = -11.1 / -11.2 eV
total energy = -4107.61351 hartree
gap between HOMO and LUMO (alpha / beta) = 10.71 / 7.20 eV
spin multiplicity = 2
charge = 0


C4H8AgF6NO13S2 as an isolated structure, computed with ωB97M-V with the def2-TZVPD basis set.

Each line ends with the Löwdin charge.
Positions of all 35 atoms, in Å:
Ag -0.140 -0.833 0.351  0.759
S -0.301 2.291 -0.849  0.595
S 0.041 0.420 -2.831  0.576
F -2.675 1.295 -0.124  0.133
F 2.579 0.024 -2.291  0.118
F 2.209 2.052 -2.939  0.146
F -2.762 2.969 -1.506  0.130
F 2.134 0.456 -4.371  0.121
F -2.288 3.304 0.566  0.133
O -1.322 -0.066 2.292  -0.101
O 3.801 0.647 1.288  0.144
O 2.607 0.865 3.170  0.266
O 1.785 -0.341 1.558  0.089
O 1.433 -2.275 -0.848  -0.099
O -0.076 3.222 -1.899  -0.280
O -2.421 -0.629 4.183  0.020
O -0.774 1.150 -3.747  -0.267
O -2.274 -1.656 -0.459  -0.079
O -0.614 0.707 4.278  -0.060
O 0.396 2.477 0.378  -0.262
O 0.101 -1.004 -3.009  -0.318
O -0.348 -3.164 1.219  -0.077
N -0.219 0.698 -1.266  -0.358
C 1.852 0.792 -3.105  -0.675
C -1.397 0.045 3.542  -0.801
C 2.700 0.370 2.021  -0.693
C -2.129 2.452 -0.455  -0.666
H 2.353 -2.476 -1.050  0.050
H 3.647 0.193 0.442  0.121
H 0.919 -2.820 -1.453  0.042
H -3.143 -1.419 -0.114  0.057
H -2.438 -2.216 -1.226  0.051
H 0.097 -3.365 2.049  0.056
H -1.017 -3.847 1.110  0.045
H -2.314 -0.321 5.096  0.085

Summary:
highest occupied orbital energy (alpha / beta) = -5.0 / -4.9 eV
total energy = -2732.68275 hartree
gap between HOMO and LUMO (alpha / beta) = 7.16 / 4.21 eV
spin multiplicity = 2
charge = -1


C4H8B2F8ORb as an isolated structure, computed with ωB97M-V with the def2-TZVPD basis set.

Each line ends with the Löwdin charge.
Positions of all 24 atoms, in Å:
Rb 0.790 -1.069 -0.286  1.135
F 2.227 -3.229 -1.385  -0.042
F 4.415 -3.732 -2.027  0.112
F 0.622 1.107 -2.017  0.002
F 1.518 1.996 -3.966  0.083
F 2.872 0.987 -2.395  0.073
F 1.424 -0.274 -3.678  0.088
F 4.000 -2.346 -0.204  0.056
F 3.545 -1.658 -2.347  0.120
O -1.537 0.105 0.537  -0.305
C -1.660 1.684 2.228  -0.149
C -1.588 1.510 0.723  -0.202
C -2.534 0.474 2.662  -0.153
C -2.389 -0.537 1.505  -0.175
B 3.583 -2.755 -1.498  -1.286
B 1.596 0.958 -3.018  -1.278
H -0.703 1.577 2.737  0.111
H -2.456 1.912 0.193  0.132
H -3.580 0.744 2.812  0.104
H -1.885 -1.420 1.893  0.115
H -3.336 -0.726 1.002  0.121
H -0.684 1.978 0.332  0.125
H -2.105 2.612 2.588  0.110
H -2.137 0.102 3.606  0.102

Summary:
highest occupied orbital energy = -7.7 eV
total energy = -1105.76241 hartree
gap between HOMO and LUMO = 9.33 eV
spin multiplicity = 1
charge = -1


Q: Which value of charge does entry 6 give?
A: -1


Q: What is the total energy in the fourth record?
A: -4107.61351 hartree